56
Properties=species:S:1:pos:R:3:forces:R:3 method="wB97M-V/def2-TZVPD" homo_energy_ev="-11.406 / -11.059" spin_multiplicity=2 gap_ev="7.845 / 7.404" s_squared=0.7913 total_charge=+1 e_lumo_ev="-3.56 / -3.65"
Tc -0.461 -0.224 -0.102 0.0 0.0 -0.2
Br 1.979 -5.700 1.241 0.0 0.0 0.0
C 2.506 -4.048 0.482 0.0 0.0 0.0
C 3.137 -4.016 -0.753 0.0 0.0 0.0
C 3.482 -2.798 -1.315 0.0 0.0 0.0
C 3.189 -1.609 -0.657 0.0 0.0 0.0
O 3.524 -0.414 -1.213 0.0 0.0 0.0
C 2.565 -1.659 0.588 0.0 0.0 0.0
C 2.267 -0.414 1.316 0.0 0.0 0.0
N 1.096 0.100 1.351 0.0 0.0 0.0
C 0.892 1.243 2.190 0.0 0.0 0.0
C 1.525 1.429 3.388 0.0 0.0 0.0
C 1.317 2.610 4.131 0.0 0.0 0.0
C 0.482 3.584 3.669 0.0 0.0 0.0
C -0.216 3.402 2.451 0.0 0.0 0.0
C -1.105 4.361 1.915 0.0 0.0 0.0
C -1.753 4.100 0.743 0.0 0.0 0.0
C -1.539 2.862 0.112 0.0 0.0 0.0
N -0.720 1.947 0.578 0.0 0.0 0.0
C -0.033 2.210 1.727 0.0 0.0 0.0
C 2.232 -2.880 1.166 0.0 0.0 0.0
H 3.355 -4.938 -1.275 0.0 0.0 0.0
H 3.970 -2.749 -2.280 0.0 0.0 0.0
H 3.077 0.071 1.860 0.0 0.0 0.0
H 2.182 0.665 3.782 0.0 0.0 0.0
H 1.834 2.736 5.073 0.0 0.0 0.0
H 0.332 4.498 4.229 0.0 0.0 0.0
H -1.258 5.295 2.441 0.0 0.0 0.0
H -2.431 4.813 0.298 0.0 0.0 0.0
H -2.063 2.623 -0.806 0.0 0.0 0.0
H 1.759 -2.912 2.139 0.0 0.0 0.0
N -2.621 -2.718 2.474 0.0 0.0 0.0
C -1.889 -2.145 1.524 0.0 0.0 0.0
O -1.820 -0.904 1.424 0.0 0.0 0.0
C -1.131 -2.990 0.538 0.0 0.0 0.0
C -0.329 -2.071 -0.340 -0.1 0.0 0.1
H -3.120 -2.143 3.135 0.0 0.0 0.0
H -2.672 -3.718 2.564 0.0 0.0 0.0
H -1.837 -3.583 -0.056 0.0 0.0 0.0
H -0.498 -3.721 1.055 0.0 0.0 0.0
H 0.304 -2.584 -1.068 0.0 0.0 0.0
H 2.705 0.069 -1.443 0.0 0.0 0.0
O -0.662 1.771 -5.640 0.0 0.0 0.0
C -1.885 1.543 -5.199 0.0 0.0 0.0
O -2.872 1.758 -5.849 0.0 0.0 0.0
C -2.030 0.994 -3.812 0.0 0.0 0.0
C -3.259 0.700 -3.259 0.0 0.0 0.0
N -3.043 0.242 -2.014 0.0 0.0 0.0
N -1.736 0.214 -1.727 0.0 0.0 0.0
C -1.107 0.667 -2.805 0.0 0.0 0.0
C 0.387 0.722 -2.725 0.0 0.1 0.0
O 1.049 1.099 -3.674 0.0 0.0 0.0
O 0.866 0.347 -1.578 0.0 0.0 0.1
H 0.035 1.540 -4.979 0.0 0.0 0.0
H -4.244 0.794 -3.685 0.0 0.0 0.0
H -3.715 -0.071 -1.333 0.0 0.0 0.0


53
Properties=species:S:1:pos:R:3:forces:R:3 method="wB97M-V/def2-TZVPD" homo_energy_ev="-13.700 / -13.784" spin_multiplicity=2 gap_ev="5.304 / 5.364" s_squared=1.1598 total_charge=+2 e_lumo_ev="-8.40 / -8.42"
Pt -1.091 0.660 0.137 0.0 -0.1 -0.1
Cl -1.013 1.230 2.473 0.0 0.2 0.0
C -1.793 2.838 2.463 0.1 -0.1 0.1
C -1.916 3.432 3.705 0.0 -0.1 0.0
C -2.508 4.679 3.773 0.0 0.0 0.0
C -2.953 5.299 2.615 0.0 0.0 0.0
C -2.803 4.672 1.392 0.0 0.0 -0.1
Cl -3.355 5.453 -0.043 0.0 0.0 0.0
C -2.215 3.405 1.274 0.0 0.0 -0.1
S -2.075 2.718 -0.342 0.0 -0.1 0.0
H -1.563 2.929 4.595 0.0 0.0 0.0
H -2.626 5.167 4.730 0.0 0.0 0.0
H -3.420 6.273 2.651 0.0 0.0 0.0
C -2.896 -0.896 -2.915 0.0 0.3 -0.1
C -2.154 0.231 -2.720 -0.2 -0.1 -0.1
C -0.901 0.170 -2.030 -0.1 0.3 0.2
C -0.439 -1.109 -1.570 0.4 -0.1 0.1
C -1.239 -2.251 -1.763 -0.1 -0.1 -0.1
C -2.429 -2.141 -2.440 0.2 -0.1 0.1
P 1.055 -1.190 -0.607 -0.5 0.1 -0.2
C 2.149 -2.512 -1.016 0.0 -0.1 0.0
C 3.109 -2.896 -0.073 0.0 0.0 0.0
C 4.009 -3.896 -0.391 0.0 0.0 0.0
C 3.940 -4.520 -1.633 0.0 0.0 0.0
C 2.980 -4.146 -2.566 0.0 0.0 0.0
C 2.077 -3.142 -2.265 0.0 0.0 0.0
C 1.721 0.426 -0.428 0.0 0.1 0.0
C 3.077 0.743 -0.537 0.0 0.0 0.0
C 3.472 2.048 -0.306 0.0 0.1 0.0
C 2.526 3.008 0.036 0.1 0.0 0.0
C 1.171 2.695 0.150 0.0 0.0 0.0
C 0.768 1.394 -0.067 0.2 -0.2 0.0
H -3.836 -0.846 -3.447 0.0 0.0 0.0
H -2.485 1.189 -3.100 0.0 0.0 0.0
H -0.167 0.930 -2.275 0.1 0.0 0.0
H -0.912 -3.211 -1.387 0.0 0.0 0.0
H -3.026 -3.029 -2.607 0.0 0.0 0.0
H 3.151 -2.412 0.896 0.0 0.0 0.0
H 4.760 -4.195 0.326 0.0 0.0 0.0
H 4.645 -5.305 -1.877 0.0 0.0 0.0
H 2.941 -4.633 -3.531 0.0 0.0 0.0
H 1.338 -2.840 -2.997 0.0 0.0 0.0
H 3.798 -0.020 -0.802 0.0 0.0 0.0
H 4.514 2.323 -0.396 0.0 0.0 0.0
H 2.842 4.027 0.219 0.0 0.0 0.0
H 0.464 3.468 0.413 0.0 0.0 0.0
Cl -2.666 -3.724 1.024 -0.2 -0.2 -0.1
Ge -2.203 -1.767 1.710 0.6 0.1 -0.2
Cl -3.426 -0.349 0.487 -0.4 0.2 -0.2
Cl -2.824 -1.555 3.713 -0.1 0.0 0.3
O 0.041 -2.707 2.149 0.1 -0.2 0.4
H 0.465 -2.447 2.984 -0.1 -0.1 -0.2
H -0.079 -3.670 2.217 0.0 0.2 0.0


49
Properties=species:S:1:pos:R:3:forces:R:3 method="wB97M-V/def2-TZVPD" homo_energy_ev="-8.308 / -7.904" spin_multiplicity=2 gap_ev="8.775 / 8.352" s_squared=0.7647 total_charge=0 e_lumo_ev="0.47 / 0.45"
Mn 0.180 -0.087 0.775 0.2 -0.3 0.0
C 1.676 -0.114 2.316 0.0 0.2 0.0
C 0.672 0.848 2.629 0.1 -0.1 -0.1
C 0.667 1.838 1.616 0.0 0.0 -0.1
C 1.669 1.495 0.671 0.0 0.0 0.2
C 2.293 0.305 1.104 -0.1 0.1 0.1
H 1.951 -0.970 2.909 0.0 0.0 0.0
H 0.026 0.826 3.493 0.0 0.0 0.0
H 0.008 2.689 1.558 0.0 0.0 0.0
H 1.887 2.033 -0.238 0.0 0.0 0.0
H 3.090 -0.211 0.589 0.0 0.0 0.0
Cl -1.652 -1.312 1.640 0.0 0.0 0.0
C -1.640 -2.894 0.878 0.0 0.0 0.0
C -2.651 -3.777 1.221 0.0 0.0 0.0
C -2.607 -5.063 0.713 0.0 0.0 0.0
C -1.548 -5.456 -0.099 0.0 0.0 0.0
C -0.555 -4.551 -0.427 0.0 0.0 0.0
C -0.599 -3.232 0.030 0.0 0.0 0.0
P 0.686 -1.979 -0.333 -0.3 -0.1 -0.1
C 0.833 -1.884 -2.147 0.0 0.1 0.0
C 1.608 -0.826 -2.618 0.0 0.0 0.0
C 1.792 -0.634 -3.978 0.0 0.0 0.0
C 1.179 -1.486 -4.885 0.0 0.0 0.0
C 0.381 -2.522 -4.424 0.0 0.0 0.0
C 0.208 -2.723 -3.062 0.0 0.0 0.0
C 2.172 -2.935 0.146 0.1 0.1 -0.1
C 3.254 -3.128 -0.707 0.0 0.0 0.0
C 4.382 -3.812 -0.268 0.0 0.0 0.0
C 4.438 -4.309 1.024 0.0 0.0 0.0
C 3.361 -4.123 1.881 0.0 0.0 0.0
C 2.239 -3.437 1.446 0.0 0.0 0.0
H -3.447 -3.458 1.880 0.0 0.0 0.0
H -3.389 -5.765 0.967 0.0 0.0 0.0
H -1.495 -6.471 -0.468 0.0 0.0 0.0
H 0.286 -4.872 -1.030 0.0 0.0 0.0
H 2.053 -0.132 -1.913 0.0 0.0 0.0
H 2.396 0.193 -4.328 0.0 0.0 0.0
H 1.306 -1.330 -5.948 0.0 0.0 0.0
H -0.121 -3.174 -5.128 0.0 0.0 0.0
H -0.444 -3.518 -2.729 0.0 0.0 0.0
H 3.220 -2.755 -1.722 0.0 0.0 0.0
H 5.215 -3.958 -0.943 0.0 0.0 0.0
H 5.317 -4.841 1.364 0.0 0.0 0.0
H 3.395 -4.512 2.891 0.0 0.0 0.0
H 1.402 -3.297 2.120 0.0 0.0 0.0
F -1.556 -0.392 -1.615 0.0 0.0 0.1
C -0.995 0.540 -0.758 0.0 0.1 0.0
F -0.462 1.478 -1.610 0.0 -0.1 0.0
F -2.107 1.170 -0.222 0.0 0.1 0.0


49
Properties=species:S:1:pos:R:3:forces:R:3 method="wB97M-V/def2-TZVPD" homo_energy_ev=-7.920 spin_multiplicity=1 gap_ev=8.413 smiles="O=C(O)CC1=C(Nc2ccccc2)C(=O)N(c2ccccc2)[C@@H]1c1ccc(Cl)cc1" total_charge=0 e_lumo_ev=0.49
O -2.937 -0.613 -2.125 0.1 -0.2 0.0
C -2.664 0.527 -1.872 -0.1 -0.1 -0.2
O -3.533 1.532 -2.023 -0.2 0.6 -0.1
H -4.392 1.199 -2.326 0.2 -0.2 0.1
C -1.317 1.030 -1.395 -0.1 -0.2 0.2
C -0.578 -0.016 -0.629 -0.1 -0.4 0.2
C -1.013 -0.897 0.292 0.1 0.4 -0.5
N -2.217 -1.142 0.878 0.3 -0.6 0.1
C -3.316 -0.302 0.945 -0.4 0.4 0.1
C -4.602 -0.839 0.897 0.1 0.0 0.0
C -5.703 -0.009 0.967 0.0 0.0 0.0
C -5.542 1.362 1.095 -0.1 0.2 0.0
C -4.267 1.895 1.183 -0.1 0.0 0.0
C -3.159 1.072 1.119 0.1 -0.2 0.1
H -2.167 1.480 1.237 0.1 0.0 0.0
H -4.134 2.959 1.314 0.0 0.1 0.0
H -6.405 2.008 1.141 -0.1 0.1 0.0
H -6.695 -0.433 0.917 -0.1 0.0 0.0
H -4.726 -1.907 0.791 0.0 -0.1 -0.1
H -2.313 -2.085 1.233 0.0 0.1 0.0
C 0.096 -1.824 0.645 -0.2 -0.1 0.1
O -0.011 -2.761 1.412 -0.1 0.0 0.0
N 1.195 -1.418 -0.058 0.0 0.2 -0.2
C 2.470 -2.001 -0.046 0.3 -0.3 0.1
C 2.742 -3.116 0.746 -0.2 -0.1 0.2
C 4.002 -3.682 0.746 0.1 0.1 -0.1
C 5.015 -3.155 -0.036 0.1 0.0 0.0
C 4.751 -2.049 -0.823 0.0 0.0 0.0
C 3.494 -1.474 -0.833 -0.1 0.1 -0.1
H 3.327 -0.609 -1.454 0.0 0.1 -0.1
H 5.530 -1.624 -1.440 0.0 0.0 0.0
H 5.998 -3.601 -0.033 0.1 0.0 0.0
H 4.191 -4.546 1.366 0.0 -0.1 0.1
H 1.964 -3.537 1.359 0.0 0.0 0.0
C 0.896 -0.248 -0.864 -0.2 0.2 0.1
C 1.668 0.979 -0.429 0.1 0.1 -0.1
C 1.890 1.221 0.921 0.0 0.0 -0.1
C 2.555 2.360 1.333 0.0 0.0 0.0
C 2.993 3.273 0.386 -0.1 -0.2 -0.2
C 2.772 3.052 -0.964 0.1 0.2 0.1
C 2.111 1.905 -1.364 -0.1 -0.2 0.2
H 1.949 1.729 -2.418 0.0 0.0 -0.1
H 3.118 3.769 -1.692 0.0 0.1 0.0
Cl 3.823 4.700 0.894 0.1 0.2 0.1
H 2.732 2.541 2.381 0.0 0.0 0.1
H 1.544 0.508 1.655 0.0 -0.1 0.1
H 1.090 -0.460 -1.924 0.0 0.0 0.1
H -1.483 1.947 -0.823 0.1 0.0 -0.1
H -0.740 1.302 -2.283 0.0 0.1 0.0